Model a:
Molecular formula: C7H6N4S
Method: DFT, ωB97M-V/def2-TZVPD

Molar mass ... 178.2 Da
HOMO-LUMO gap ... 0.3791 Ha
Highest occupied orbital energy ... -9.856 eV
SMILES ... N#C[C@]1(c2nccs2)N=CCN1

Each line ends with the natural charge from an NBO analysis.
Cartesian coordinates (Å):
N1 0.283 1.764 2.930  -0.2873
C1 0.020 1.401 1.879  0.2792
C2 -0.046 0.808 0.550  0.0652
C3 0.008 -0.680 0.617  0.0804
N2 -0.841 -1.417 0.037  -0.4559
C4 -0.525 -2.719 0.156  -0.0560
C5 0.545 -3.008 0.861  -0.3846
S1 1.431 -1.505 1.236  0.4121
N3 1.308 1.291 0.052  -0.3696
C6 1.078 1.838 -1.057  0.1356
C7 -0.467 1.730 -1.461  -0.2957
N4 -1.125 1.376 -0.248  -0.5984
H1 -1.219 -3.509 -0.266  0.2153
H2 0.870 -3.964 0.882  0.2292
H3 1.783 2.349 -1.751  0.2099
H4 -0.924 2.658 -1.715  0.2202
H5 -0.352 0.943 -2.306  0.1951
H6 -1.826 0.646 -0.395  0.4053



Model b:
Molecular formula: C7H6N4S
Method: DFT, ωB97M-V/def2-TZVPD

Molar mass ... 178.2 Da
HOMO-LUMO gap ... 0.2909 Ha
Highest occupied orbital energy ... -8.939 eV
SMILES ... S=C(c1cnc[nH]1)n1ccnc1

Each line ends with the natural charge from an NBO analysis.
Cartesian coordinates (Å):
S1 0.081 2.755 0.022  -0.0158
C1 0.065 1.113 -0.025  0.0931
C2 1.276 0.355 -0.033  -0.0488
C3 2.573 0.768 -0.312  0.0235
N1 3.431 -0.255 -0.166  -0.4465
C4 2.712 -1.282 0.208  0.2007
N2 1.401 -0.979 0.296  -0.5014
N3 -1.139 0.424 -0.044  -0.4079
C5 -2.335 0.857 0.480  -0.0715
C6 -3.251 -0.101 0.178  -0.0847
N4 -2.665 -1.097 -0.549  -0.4265
C7 -1.420 -0.770 -0.667  0.1562
H1 2.900 1.740 -0.620  0.2282
H2 3.106 -2.255 0.422  0.2053
H3 0.658 -1.588 0.600  0.4324
H4 -2.406 1.776 1.023  0.2423
H5 -4.291 -0.144 0.428  0.2159
H6 -0.697 -1.316 -1.241  0.2054



Relative energies, unit kcal/mol: model a 45.9; model b 0.0



Model a:
Molecular formula: C8H9N6
Method: DFT, ωB97M-V/def2-TZVPD

Charge ... +1
Molar mass ... 189.2 Da
HOMO-LUMO gap ... 0.4219 Ha
Highest occupied orbital energy ... -15.407 eV
SMILES ... N#CC(C#N)C(C#N)(C#N)[C@@H](N)C[NH3+]

Each line ends with the natural charge from an NBO analysis.
Cartesian coordinates (Å):
N1 -3.680 -3.699 -1.420  -0.1674
C1 -2.704 -3.197 -1.684  0.2206
C2 -1.509 -2.403 -1.836  -0.3731
C3 -0.409 -3.234 -1.395  0.2866
N2 0.496 -3.690 -0.856  -0.2497
C4 -1.765 -0.962 -1.017  -0.2081
C5 -2.920 -1.075 -0.109  0.2217
N3 -3.872 -0.980 0.500  -0.1588
C6 -1.765 0.158 -1.931  0.2277
N4 -1.681 1.096 -2.601  -0.1778
C7 -0.576 -0.788 0.004  -0.0319
N5 0.779 -0.612 -0.558  -0.8797
C8 -0.868 0.552 0.730  -0.2689
N6 0.286 0.969 1.479  -0.7185
H1 -1.382 -2.222 -2.883  0.3098
H2 -0.507 -1.600 0.661  0.2387
H3 1.182 -1.657 -0.509  0.4288
H4 0.856 -0.404 -1.525  0.3995
H5 -1.701 0.402 1.408  0.2587
H6 -1.046 1.303 -0.110  0.2547
H7 1.174 0.568 0.880  0.4823
H8 0.429 0.485 2.324  0.4316
H9 0.501 2.038 1.679  0.4731



Model b:
Molecular formula: C8H9N6
Method: DFT, ωB97M-V/def2-TZVPD

Charge ... +1
Molar mass ... 189.2 Da
HOMO-LUMO gap ... 0.3521 Ha
Highest occupied orbital energy ... -13.802 eV

Each line ends with the natural charge from an NBO analysis.
Cartesian coordinates (Å):
C1 1.130 -1.755 -0.642  0.2031
C2 2.446 1.560 0.816  0.2538
C3 1.079 0.874 -1.110  0.4687
C4 3.287 0.063 -0.874  0.2248
C5 -1.290 -0.927 0.649  -0.2407
C6 -2.240 0.326 0.452  -0.2550
C7 1.207 -0.922 0.625  0.0232
C8 2.159 0.618 -0.216  -0.4034
N1 0.736 -2.220 -1.598  -0.2176
N2 2.478 2.159 1.781  -0.1971
N3 0.090 1.095 -1.654  -0.4024
N4 4.170 -0.497 -1.326  -0.1642
N5 0.033 -0.705 1.279  -0.5881
N6 -2.335 0.843 -0.913  -0.7242
H1 -1.866 -1.702 1.286  0.2459
H2 -1.023 -1.259 -0.301  0.2279
H3 -1.861 1.139 1.204  0.2355
H4 -3.249 0.014 0.724  0.2340
H5 2.128 -1.421 1.210  0.2954
H6 -0.016 -0.208 2.187  0.4360
H7 -1.281 1.183 -1.097  0.4575
H8 -2.984 1.635 -0.942  0.4387
H9 -2.798 0.106 -1.537  0.4484



Relative energies, unit kcal/mol: model a 0.0; model b 20.9



Model a:
Molecular formula: C3H5N2O
Method: DFT, ωB97M-V/def2-TZVPD

Charge ... +1
Molar mass ... 85.1 Da
HOMO-LUMO gap ... 0.3758 Ha
Highest occupied orbital energy ... -15.904 eV
SMILES ... C/N=C/C=[N+]=O

Each line ends with the natural charge from an NBO analysis.
Cartesian coordinates (Å):
C1 -1.082 -0.897 0.051  -0.4765
N1 0.085 -0.147 0.014  -0.1442
C2 0.606 0.932 0.002  0.1925
C3 2.442 0.729 0.054  0.0051
N2 2.506 -0.498 -0.081  0.1782
O1 1.586 -1.228 -0.166  -0.1189
H1 -1.900 -0.120 0.075  0.2599
H2 -1.041 -1.437 -0.994  0.2762
H3 -1.310 -1.670 0.913  0.3003
H4 0.478 1.959 0.102  0.2737
H5 3.039 1.539 0.106  0.2536



Model b:
Molecular formula: C3H5N2O
Method: DFT, ωB97M-V/def2-TZVPD

Charge ... +1
Molar mass ... 85.1 Da
HOMO-LUMO gap ... 0.4090 Ha
Highest occupied orbital energy ... -16.686 eV

Each line ends with the natural charge from an NBO analysis.
Cartesian coordinates (Å):
C1 -0.454 0.261 -0.250  0.6471
C2 -2.035 1.344 -0.914  0.8302
C3 0.690 -0.401 0.261  -0.7236
N1 -1.567 0.998 0.412  -0.6145
N2 -0.839 0.630 -1.444  -0.5819
O1 -2.858 1.872 -1.513  -0.3691
H1 1.311 0.498 0.562  0.3220
H2 1.033 -1.116 -0.472  0.2903
H3 0.441 -0.877 1.199  0.2924
H4 -2.219 0.640 1.074  0.4382
H5 -0.259 0.752 -2.335  0.4690



Relative energies, unit kcal/mol: model a 108.2; model b 0.0



Model a:
Molecular formula: C41H36N10O7Ti
Method: DFT, ωB97M-V/def2-TZVPD

2S+1 ... 3
Molar mass ... 828.7 Da
HOMO-LUMO gap (spin up / spin down) ... 0.1920 / 0.2578 Ha
Highest occupied orbital energy (spin up / spin down) ... -5.229 / -7.159 eV

Each line ends with the Löwdin spin population.
Cartesian coordinates (Å):
Ti1 0.398 1.848 0.258  0.8885
N1 -4.586 -1.688 2.741  0.0180
C1 -4.342 -0.514 2.149  0.0162
N2 -3.161 0.027 1.924  0.0038
C2 -2.049 -0.721 2.227  0.0546
N3 -0.836 -0.310 1.951  -0.0063
N4 -0.688 1.031 1.803  0.1824
C3 -1.029 1.958 2.710  0.2526
C4 -0.438 3.258 2.764  0.0683
C5 -0.564 4.157 3.813  0.0727
C6 0.223 5.293 3.854  0.0273
C7 0.949 5.659 2.754  0.0971
C8 0.962 4.764 1.655  0.0070
N5 0.306 3.606 1.651  0.0979
C9 -2.219 -2.072 2.718  -0.0011
C10 -1.120 -2.969 2.911  0.0149
C11 -1.315 -4.104 3.687  -0.0007
C12 -2.540 -4.359 4.310  0.0179
C13 -3.662 -3.650 3.894  -0.0013
C14 -3.490 -2.454 3.191  0.0124
H1 -5.523 -2.095 2.639  0.0006
H2 -5.218 0.071 1.897  0.0009
H3 -1.783 1.707 3.458  0.0188
H4 -1.368 3.987 4.553  0.0015
H5 0.055 5.954 4.697  -0.0005
H6 1.499 6.590 2.650  0.0065
H7 1.511 5.076 0.768  -0.0008
H8 -0.188 -2.714 2.466  0.0011
H9 -0.482 -4.803 3.813  -0.0004
H10 -2.656 -5.242 4.945  0.0012
H11 -4.656 -3.970 4.237  -0.0005
O1 -1.852 5.331 -3.825  -0.0003
C15 -2.887 4.681 -3.308  0.0001
O2 -4.055 4.781 -3.659  0.0009
C16 -2.576 3.793 -2.232  0.0043
C17 -3.512 3.024 -1.521  0.0143
N6 -2.851 2.343 -0.552  0.0072
N7 -1.499 2.613 -0.601  -0.0024
C18 -1.304 3.464 -1.651  0.0240
C19 0.067 3.880 -1.756  0.0090
O3 0.415 4.736 -2.605  0.0185
O4 0.957 3.282 -0.989  -0.0056
H12 -0.924 5.164 -3.414  -0.0001
H13 -4.565 2.888 -1.723  0.0008
H14 -3.250 1.713 0.158  0.0007
C20 -0.894 -4.861 -3.764  0.0000
O5 -0.245 -4.205 -2.678  0.0001
C21 1.068 -4.514 -2.311  0.0002
C22 1.738 -5.666 -2.588  0.0000
C23 3.091 -5.738 -2.319  0.0003
C24 3.744 -4.670 -1.627  0.0000
C25 3.076 -3.473 -1.374  0.0004
C26 1.711 -3.404 -1.656  0.0000
N8 1.060 -2.166 -1.552  0.0012
C27 1.219 -1.060 -0.719  0.0061
N9 2.048 -1.080 0.362  0.0062
C28 2.442 -0.001 1.076  0.0151
C29 2.232 1.377 0.799  0.0029
C30 3.139 2.295 1.191  0.0101
C31 4.067 1.989 2.196  -0.0048
C32 4.040 0.701 2.799  0.0096
C33 3.215 -0.247 2.236  -0.0019
O6 2.857 -1.458 2.788  -0.0014
C34 3.179 -1.696 4.173  0.0000
N10 0.475 0.021 -0.894  0.0132
C35 -0.202 0.148 -2.107  0.0038
C36 -1.466 -0.468 -2.283  0.0056
C37 -2.246 -0.204 -3.418  -0.0005
C38 -1.759 0.710 -4.399  0.0054
C39 -0.463 1.219 -4.272  -0.0006
C40 0.414 0.838 -3.201  0.0043
O7 1.669 1.347 -3.116  0.0013
C41 2.235 1.589 -4.443  0.0001
H15 -1.504 -4.114 -4.272  0.0000
H16 -1.566 -5.666 -3.395  0.0000
H17 -0.083 -5.318 -4.388  0.0000
H18 1.211 -6.454 -3.089  0.0000
H19 3.656 -6.652 -2.509  0.0000
H20 4.747 -4.791 -1.223  0.0000
H21 3.591 -2.537 -1.057  0.0000
H22 0.198 -2.155 -2.071  0.0002
H23 2.470 -1.961 0.753  0.0001
H24 3.081 3.307 0.790  0.0001
H25 4.695 2.762 2.637  -0.0005
H26 4.610 0.553 3.680  0.0008
H27 2.868 -2.688 4.402  0.0000
H28 2.608 -0.998 4.812  0.0001
H29 4.279 -1.621 4.336  0.0000
H30 -1.911 -1.058 -1.470  0.0002
H31 -3.230 -0.680 -3.630  -0.0001
H32 -2.389 1.036 -5.210  0.0004
H33 -0.136 1.912 -5.033  -0.0002
H34 3.376 1.601 -4.369  0.0000
H35 1.815 2.465 -4.937  0.0000
H36 2.019 0.722 -5.065  0.0000



Model b:
Molecular formula: C41H36N10O7Ti
Method: DFT, ωB97M-V/def2-TZVPD

2S+1 ... 3
Molar mass ... 828.7 Da
HOMO-LUMO gap (spin up / spin down) ... 0.1900 / 0.2804 Ha
Highest occupied orbital energy (spin up / spin down) ... -4.791 / -7.313 eV

Each line ends with the Löwdin spin population.
Cartesian coordinates (Å):
Ti1 -0.040 -0.031 0.765  0.9434
N1 -5.000 -2.155 2.865  0.0127
C1 -3.836 -2.659 2.448  0.0133
N2 -2.672 -2.102 2.694  0.0061
C2 -2.706 -0.813 3.216  0.0308
N3 -1.581 -0.204 3.465  0.0081
N4 -0.505 -0.609 2.755  0.2176
C3 0.550 -0.863 3.467  0.1285
C4 1.870 -0.657 2.897  0.1250
C5 2.974 -0.610 3.793  0.0258
C6 4.212 -0.469 3.209  0.0849
C7 4.278 -0.295 1.826  0.0796
C8 3.148 -0.316 1.027  0.0295
N5 1.916 -0.498 1.544  0.1505
C9 -3.969 -0.120 3.479  0.0008
C10 -4.110 1.215 3.908  0.0064
C11 -5.382 1.762 4.136  0.0009
C12 -6.544 0.988 3.863  0.0070
C13 -6.435 -0.286 3.365  0.0009
C14 -5.158 -0.834 3.213  0.0049
H1 -5.822 -2.792 2.877  0.0002
H2 -3.833 -3.630 1.952  0.0006
H3 0.525 -0.951 4.572  0.0109
H4 2.784 -0.688 4.852  -0.0019
H5 5.120 -0.514 3.804  0.0043
H6 5.269 -0.169 1.361  0.0044
H7 3.244 -0.242 -0.063  0.0004
H8 -3.193 1.812 4.017  0.0014
H9 -5.384 2.759 4.564  -0.0001
H10 -7.576 1.387 4.027  0.0004
H11 -7.278 -0.941 3.345  -0.0002
O1 -1.293 4.465 5.156  0.0002
C15 -1.532 4.286 3.812  -0.0002
O2 -2.539 4.672 3.300  -0.0006
C16 -0.437 3.556 3.108  0.0003
C17 0.955 3.481 3.333  0.0116
N6 1.442 2.463 2.599  0.0011
N7 0.476 1.885 1.831  0.0094
C18 -0.701 2.478 2.131  0.0134
C19 -1.833 2.123 1.214  0.0042
O3 -2.800 2.848 0.910  0.0038
O4 -1.690 0.889 0.688  0.0010
H12 -0.560 3.925 5.503  0.0001
H13 1.519 4.087 4.023  0.0008
H14 2.419 2.174 2.549  -0.0005
C20 4.934 -1.173 -3.366  0.0001
O5 3.773 -0.367 -3.686  0.0000
C21 2.949 -0.756 -4.669  0.0002
C22 3.386 -1.462 -5.773  0.0000
C23 2.509 -1.804 -6.792  0.0000
C24 1.147 -1.508 -6.641  0.0000
C25 0.669 -0.787 -5.516  0.0001
C26 1.571 -0.281 -4.585  0.0006
N8 1.103 0.464 -3.494  0.0040
C27 0.786 -0.028 -2.279  0.0095
N9 0.747 -1.368 -2.194  0.0033
C28 0.831 -2.158 -1.018  0.0107
C29 -0.021 -1.909 0.099  0.0053
C30 -0.283 -3.031 0.889  0.0089
C31 0.546 -4.142 0.851  0.0001
C32 1.500 -4.315 -0.117  0.0071
C33 1.463 -3.434 -1.175  -0.0009
O6 1.990 -3.698 -2.386  -0.0011
C34 2.012 -5.008 -2.928  0.0000
N10 0.650 0.726 -1.178  0.0086
C35 0.332 2.109 -1.539  0.0010
C36 1.394 3.023 -1.489  0.0000
C37 1.180 4.386 -1.744  0.0001
C38 -0.097 4.843 -1.949  -0.0001
C39 -1.176 3.936 -2.123  0.0000
C40 -0.952 2.517 -2.012  -0.0001
O7 -1.818 1.571 -2.464  0.0001
C41 -3.238 1.499 -2.125  0.0000
H15 5.441 -0.700 -2.492  0.0000
H16 5.649 -1.202 -4.186  0.0000
H17 4.726 -2.197 -3.087  0.0000
H18 4.425 -1.763 -5.751  0.0000
H19 2.886 -2.220 -7.728  0.0000
H20 0.427 -1.856 -7.416  0.0000
H21 -0.416 -0.616 -5.432  0.0000
H22 0.979 1.487 -3.576  0.0001
H23 0.898 -1.894 -3.064  0.0002
H24 -1.085 -3.037 1.631  -0.0001
H25 0.365 -4.907 1.618  0.0000
H26 2.162 -5.162 -0.063  0.0004
H27 1.864 -4.969 -3.999  0.0000
H28 1.250 -5.651 -2.491  0.0001
H29 2.975 -5.448 -2.725  0.0000
H30 2.364 2.678 -1.120  0.0001
H31 2.005 5.090 -1.704  0.0000
H32 -0.243 5.901 -1.986  0.0000
H33 -2.156 4.345 -2.258  0.0000
H34 -3.555 0.525 -2.536  0.0000
H35 -3.795 2.377 -2.599  0.0000
H36 -3.340 1.569 -1.032  0.0000



Relative energies, unit kcal/mol: model a 0.0; model b 14.7